(1)
Here is a 2-piece molecular cluster, C22H29N7O7 overall at a distorted geometry from the OMol25 dataset. Energies are from wB97M-V/def2-TZVPD.

Structure (XYZ):
```
65
Properties=species:S:1:pos:R:3:forces:R:3
N 0.2027 -1.0823 -5.3354 -1.59 0.00 8.40
O -7.3394 3.9425 -2.5145 -0.16 0.22 -0.50
O -5.5548 0.9351 0.0972 0.91 -0.76 -0.05
O 0.1640 -4.2904 4.5329 -0.21 0.01 0.10
O 2.0123 0.1189 4.7688 -0.33 -0.39 -0.27
N -0.3119 -1.0284 -2.9028 1.04 -0.39 -2.60
N -0.0504 -1.0558 -4.1469 0.54 0.49 -5.31
O 5.6025 1.5695 -1.2795 0.45 -0.61 -0.32
O -0.4603 1.3218 0.9047 0.10 0.00 -0.08
O -2.6246 0.6864 -0.7151 0.33 -0.21 -0.09
C -6.4603 3.1105 -2.3767 -1.37 1.78 -0.78
C -5.4532 1.5110 -0.9706 -0.37 -1.36 2.34
C 1.0713 -3.7941 3.8853 -0.43 -1.58 0.14
C 2.8334 -0.5390 4.1404 -1.16 0.28 0.51
C -4.5715 1.8049 -3.1967 -1.73 1.41 0.41
C -5.5353 2.7594 -3.4538 1.98 -1.73 0.12
C 4.7360 -0.4951 -0.4353 -0.51 0.38 0.31
C 3.7265 1.6304 0.2220 -0.07 -1.29 0.27
C 3.7912 -1.1867 0.3466 0.14 1.53 -0.24
C 2.7997 0.9358 1.0229 0.89 -0.44 -0.62
C 4.6998 0.9126 -0.5064 -0.96 0.00 0.77
C 2.8228 -0.4717 1.0769 0.12 0.10 -0.03
N -6.3435 2.5179 -1.1612 1.25 -0.36 -1.71
N 4.1244 -0.1985 4.2213 1.24 -0.36 -0.27
N -4.5226 1.1578 -1.9450 -0.23 0.34 -1.18
N 1.3209 -2.4882 3.9583 1.03 1.76 0.05
C 1.9266 -4.6832 3.0030 -0.13 0.29 0.10
C -5.6400 3.4293 -4.8036 -0.15 0.04 0.42
C 5.2752 -0.8366 3.5828 -0.33 0.16 -0.09
C -0.2648 1.1175 -0.4970 -1.08 -0.07 0.53
C -3.5813 0.0904 -1.5942 0.07 0.17 0.30
C -2.7565 -0.5578 -2.7223 -0.45 0.05 -0.37
C -1.3359 -0.0571 -2.4884 -0.20 -0.11 -0.46
C -1.3321 0.1464 -0.9834 0.56 0.23 -0.23
C 1.8140 -1.2233 1.9231 0.24 0.59 -0.31
C 2.3668 -1.7235 3.2670 -0.14 -0.32 -0.06
H 5.4750 2.5182 -1.2540 -0.20 0.16 0.16
H -1.4132 1.4599 1.0759 0.63 -0.07 -0.30
H -3.8622 1.5741 -3.9853 0.05 -0.29 0.44
H 5.4848 -1.0310 -0.9991 0.07 -0.01 -0.07
H 3.6954 2.7080 0.1759 0.04 0.18 -0.04
H 3.8072 -2.2672 0.3819 0.02 -0.09 -0.02
H 2.0570 1.4824 1.5918 -0.03 -0.04 -0.03
H -7.0788 2.6385 -0.4821 0.14 0.03 0.10
H 4.3008 0.6061 4.8038 -0.17 -0.05 -0.05
H 0.7188 -1.9624 4.5770 0.02 0.07 0.00
H 1.5264 -5.6955 3.0399 0.00 0.18 0.07
H 1.8965 -4.3240 1.9774 0.23 0.00 -0.17
H 2.9480 -4.6869 3.3757 0.20 -0.02 -0.15
H -4.8961 3.0383 -5.5042 -0.07 -0.01 0.20
H -6.6349 3.2618 -5.2281 0.13 0.13 0.06
H -5.4866 4.5085 -4.7017 -0.13 -0.14 -0.07
H 5.2735 -0.6256 2.5126 0.13 -0.12 -0.01
H 5.2590 -1.9150 3.7470 0.09 0.04 -0.03
H 6.1964 -0.4372 4.0104 -0.19 -0.04 0.04
H -0.3534 2.0713 -1.0268 -0.07 0.01 -0.12
H 0.7312 0.7106 -0.6947 -0.12 -0.02 0.32
H -4.1266 -0.7058 -1.0721 -0.10 0.52 0.09
H -3.1144 -0.3416 -3.7291 -0.06 -0.06 0.09
H -2.7909 -1.6444 -2.5927 0.08 0.18 -0.01
H -1.1862 0.9060 -2.9903 0.08 -0.01 0.05
H -1.2050 -0.8140 -0.4701 0.00 -0.04 -0.02
H 1.4496 -2.0729 1.3446 -0.03 -0.17 0.16
H 0.9578 -0.5767 2.1187 -0.05 0.00 0.07
H 3.2194 -2.3698 3.0731 0.04 -0.19 0.00
```
Positions in Å, forces in eV/Å.

Calculated values
* HOMO level: -8.741 eV
* E_tot: -1765.69023 hartree

Atom charges from the Mulliken analysis, given in e for atoms 1 to 8: -0.594 -0.674 -0.650 -0.685 -0.713 -0.437 0.541 -0.562

---

(2)
Here is C19H14BrN3O4Pd as an isolated structure at a distorted geometry from the OMol25 dataset. Energies are from wB97M-V/def2-TZVPD.

Structure (XYZ):
```
42
Properties=species:S:1:pos:R:3:forces:R:3
Pd 0.0141 0.5865 -0.6204 -1.66 0.38 -0.66
O -1.2824 -2.8295 3.4466 -0.21 1.03 -0.69
C -0.8553 -3.6712 2.4786 0.29 0.66 0.79
C -0.6578 -5.0313 2.8136 -0.20 0.79 -0.03
C -0.1166 -5.9258 1.9047 -0.43 0.63 0.07
C 0.2079 -5.4786 0.6224 -0.47 0.86 -1.08
C 0.0118 -4.1219 0.2938 0.33 -0.95 -0.35
C -0.4962 -3.1849 1.2108 0.58 -2.21 -0.47
C -0.4603 -1.8240 0.7993 -0.07 1.50 -1.17
O -0.0730 -1.4878 -0.3749 0.03 -0.49 0.36
N -0.8357 -0.9201 1.7226 -0.01 0.62 0.56
N -0.5672 0.3236 1.3464 0.64 0.17 0.91
C -0.5890 1.2576 2.2622 -1.34 0.37 0.30
C -0.3100 2.6437 2.0257 0.61 -0.63 1.04
C 0.0646 3.4641 3.1235 0.35 0.81 0.12
C 0.5677 4.7513 2.9660 -0.78 -0.97 0.14
C 0.6151 5.3000 1.6548 0.28 0.55 -0.47
C 0.2871 4.5473 0.5689 -0.47 0.37 -0.31
C -0.2514 3.2134 0.7175 -0.10 -0.41 -2.09
O -0.7088 2.5709 -0.3059 0.98 1.07 0.51
H -1.2933 -1.8546 3.0627 0.20 -1.99 0.47
H -0.9507 -5.2857 3.8243 0.12 -0.26 -0.06
H 0.0142 -6.9620 2.1828 0.03 -0.04 0.00
H 0.4732 -6.1862 -0.1787 0.19 0.44 0.61
H 0.2702 -3.7130 -0.6970 -0.11 -0.55 0.55
H -0.9708 0.9309 3.2384 0.54 0.28 -0.03
H 0.0009 3.0523 4.1194 0.04 -0.14 0.09
H 0.8906 5.3278 3.8356 -0.15 -0.21 -0.34
H 0.9071 6.3542 1.4711 0.00 -0.86 0.36
H 0.3658 5.0011 -0.4300 -0.21 -0.55 0.46
O 2.2057 0.6417 -5.4711 0.18 0.07 0.10
C 1.0817 0.6292 -4.7032 0.54 -0.20 -0.08
C -0.1737 0.6812 -5.2992 0.32 -0.23 -1.42
C -1.2457 0.8625 -4.4960 -2.17 0.66 1.28
N -1.2256 0.9615 -3.1368 1.02 -0.76 -0.56
C -0.0412 0.7173 -2.6421 0.88 0.00 1.46
Br 2.3889 0.9844 0.3629 -0.19 -0.03 -0.45
C 1.1560 0.5416 -3.3096 0.38 0.71 -0.91
H 2.0420 0.9731 -6.3740 -0.22 -0.32 0.67
H -0.2897 0.5679 -6.4051 0.10 0.31 1.10
H -2.2566 1.0143 -4.8610 0.18 -0.17 -0.51
H 2.0865 0.5772 -2.7493 -0.05 -0.35 -0.29
```
Positions in Å, forces in eV/Å.

Calculated values
* ΔE to the lowest compared entry with this formula, charge and spin: 0.0 kcal/mol
* HOMO level (alpha / beta): -8.359 / -8.442 eV
* 2S+1: 3
* E_tot: -3899.45497 hartree

Atom charges from the Mulliken analysis, given in e for atoms 1 to 8: 0.175 -0.695 0.508 -0.677 -0.282 -0.689 -0.539 0.338